Entry 1:
59
Properties=species:S:1:pos:R:3:forces:R:3 method="wB97M-V/def2-TZVPD" e_homo_ev=-7.25 lumo_energy_ev=0.436 gap_ev=7.682
Pd 0.107315 0.713397 0.620751 -0.2 -0.3 -0.7
S 0.419849 2.416180 -1.053207 0.1 0.1 0.2
P 2.062451 2.509045 0.144195 -0.1 0.1 0.4
C 2.125540 0.919343 0.715532 0.1 0.1 0.1
P 2.271169 0.081579 2.170136 -0.1 0.1 0.1
S 0.592080 -1.089437 2.139946 0.1 0.2 0.0
C 2.276589 1.080735 3.689173 0.0 0.0 0.0
C 1.131359 1.246712 4.459501 0.0 0.0 0.0
C 1.152408 2.085070 5.564919 0.0 0.0 0.0
C 2.312563 2.764995 5.902950 0.0 0.0 0.0
C 3.457750 2.607302 5.133946 0.0 0.0 0.0
C 3.439813 1.769642 4.031270 0.0 0.0 0.0
C 3.792643 -0.888575 2.293417 0.0 0.0 -0.1
C 4.244680 -1.379479 3.516251 0.0 0.0 0.0
C 5.387547 -2.160887 3.568444 0.0 0.0 0.0
C 6.082649 -2.453072 2.401265 0.0 0.0 0.0
C 5.629909 -1.973233 1.180832 0.0 0.0 0.0
C 4.481561 -1.196023 1.124307 0.0 0.0 0.0
C 3.597596 3.057523 -0.633232 0.0 -0.1 -0.1
C 4.782060 2.410274 -0.301903 0.0 0.0 0.0
C 5.985617 2.857393 -0.828508 0.0 0.0 0.0
C 6.001339 3.938992 -1.698328 0.0 0.0 0.0
C 4.815494 4.575631 -2.042833 0.0 0.0 0.0
C 3.613803 4.136996 -1.508866 0.0 0.0 0.0
C 1.780501 3.812854 1.401465 0.1 0.0 -0.1
C 2.819144 4.634820 1.831052 0.0 0.0 0.0
C 2.604429 5.584672 2.821005 0.0 0.0 0.0
C 1.352034 5.718903 3.396613 0.0 0.0 0.0
C 0.310872 4.900696 2.976182 0.0 0.0 0.0
C 0.523521 3.957644 1.985627 0.0 0.0 0.0
H 0.231850 0.707207 4.191980 0.0 0.0 0.0
H 0.258316 2.207190 6.163129 0.0 0.0 0.0
H 2.325435 3.420542 6.764533 0.0 0.0 0.0
H 4.364226 3.140366 5.391131 0.0 0.0 0.0
H 4.338829 1.647153 3.436161 0.0 0.0 0.0
H 3.705746 -1.145368 4.426632 0.0 0.0 0.0
H 5.739396 -2.540082 4.519058 0.0 0.0 0.0
H 6.978009 -3.060008 2.444921 0.0 0.0 0.0
H 6.167321 -2.208688 0.271238 0.0 0.0 0.0
H 4.100785 -0.823565 0.180011 0.0 0.0 0.0
H 4.758056 1.553447 0.362135 0.0 0.0 0.0
H 6.908622 2.356212 -0.566373 0.0 0.0 0.0
H 6.939248 4.283540 -2.114738 0.0 0.0 0.0
H 4.828598 5.412837 -2.728443 0.0 0.0 0.0
H 2.685288 4.631251 -1.772514 0.0 0.0 0.0
H 3.803960 4.548790 1.388631 0.0 0.0 0.0
H 3.422059 6.218727 3.140417 0.0 0.0 0.0
H 1.184425 6.458439 4.169449 0.0 0.0 0.0
H -0.671771 5.000417 3.419895 0.0 0.0 0.0
H -0.293879 3.329790 1.651011 0.0 0.0 0.0
I -6.116165 0.735340 -0.579184 0.0 0.0 0.0
C -4.173752 0.200385 -0.167001 0.0 0.0 0.0
C -3.666870 -1.073659 -0.057674 0.0 0.0 0.0
N -2.359008 -0.936994 0.218350 0.0 0.0 0.0
N -1.991324 0.348186 0.294991 0.1 -0.2 0.2
C -3.083291 1.054732 0.063699 0.0 0.1 -0.1
H -4.135154 -2.037380 -0.155680 0.0 0.0 0.0
H -1.660040 -1.645433 0.380374 0.0 0.0 0.0
H -3.046597 2.131337 0.059260 0.0 0.0 0.0



Entry 2:
61
Properties=species:S:1:pos:R:3:forces:R:3 method="wB97M-V/def2-TZVPD" e_homo_ev="-5.07 / -5.00" lumo_energy_ev="2.134 / 1.622" gap_ev="7.202 / 6.621" multiplicity=2 charge=-1
Ru -0.164450 -0.821407 -1.987645 0.3 -0.1 0.2
O 0.652362 3.035386 2.121139 0.1 -0.1 -0.1
C -0.658513 3.337754 2.019208 -0.1 0.1 0.0
C -1.157996 4.262428 2.938670 0.0 0.0 0.0
C -2.480333 4.650680 2.897833 0.0 0.0 0.0
C -3.335696 4.124462 1.933268 0.0 0.0 0.0
C -2.841791 3.217409 1.017825 0.0 0.0 0.0
C -1.507126 2.806056 1.036798 0.0 0.0 0.0
C -1.020548 1.844372 0.010426 0.0 -0.1 0.0
O 0.126459 1.219951 0.297904 0.0 0.1 0.1
N -1.730164 1.711640 -1.044245 0.0 0.0 0.0
N -1.313306 0.854153 -2.071939 -0.1 0.1 -0.1
C -1.926513 1.204144 -3.175789 0.0 0.0 0.0
C -1.817727 0.698579 -4.498349 0.0 0.0 0.1
C -2.599669 1.352413 -5.482574 0.0 0.0 -0.1
C -2.571565 0.977750 -6.795451 0.0 0.0 0.0
C -1.736991 -0.096837 -7.172561 0.0 0.0 0.0
C -0.970556 -0.757945 -6.257289 0.0 0.0 0.0
C -0.980728 -0.393582 -4.876973 0.0 0.0 0.0
O -0.262908 -1.051065 -4.053034 -0.2 -0.1 -0.1
H 0.823273 2.280462 1.523012 0.0 0.0 0.1
H -0.473856 4.655059 3.679698 0.0 0.0 0.0
H -2.850261 5.364673 3.623632 0.0 0.0 0.0
H -4.376785 4.417102 1.901562 0.0 0.0 0.0
H -3.484485 2.793877 0.258864 0.0 0.0 0.0
H -2.616969 2.034737 -3.049670 0.0 0.0 0.0
H -3.231045 2.175585 -5.165652 0.0 0.0 0.0
H -3.174816 1.489067 -7.532991 0.0 0.0 0.0
H -1.707798 -0.405768 -8.211352 0.0 0.0 0.0
H -0.334979 -1.587540 -6.537782 0.0 0.0 0.0
O -1.160999 -0.998662 0.922227 0.0 0.0 0.0
S 0.088964 -0.619571 0.220114 0.0 0.0 0.0
C 1.647529 -1.395890 3.541381 0.0 0.0 0.0
C 0.723792 -1.690787 4.541851 0.0 0.0 0.0
C 0.327169 -0.721381 5.450299 0.0 0.0 0.0
C 0.851868 0.560631 5.376879 0.0 0.0 0.0
C 1.773485 0.866767 4.385565 0.0 0.0 0.0
C 2.163209 -0.102041 3.474059 0.0 0.0 0.0
C 2.065647 -2.430575 2.565818 0.0 0.0 0.0
C 3.391084 -2.519310 2.146633 0.0 0.0 0.0
C 3.775710 -3.472820 1.214795 0.0 0.0 0.0
C 2.840515 -4.355358 0.694279 0.0 0.0 0.0
C 1.519156 -4.276955 1.110070 0.0 0.0 0.0
C 1.133351 -3.321907 2.036165 0.0 0.0 0.0
H 0.319142 -2.693128 4.609006 0.0 0.0 0.0
H -0.395691 -0.969025 6.217929 0.0 0.0 0.0
H 0.534461 1.322101 6.078113 0.0 0.0 0.0
H 2.161878 1.872749 4.300838 0.0 0.0 0.0
H 2.854315 0.149483 2.678213 0.0 0.0 0.0
H 4.126131 -1.839205 2.561095 0.0 0.0 0.0
H 4.808600 -3.524095 0.892344 0.0 0.0 0.0
H 3.119451 -5.080438 -0.058805 0.0 0.0 0.0
H 0.784705 -4.940102 0.670837 0.0 0.0 0.0
H 0.090666 -3.224196 2.312734 0.0 0.0 0.0
Se 1.065685 -5.560422 -2.518188 0.0 0.1 0.0
C 0.741861 -3.839752 -2.177880 0.1 0.0 0.0
N 0.533382 -2.715831 -1.953035 -0.1 0.0 -0.1
C 1.720142 -0.069390 -2.135596 -0.1 0.0 0.0
H 2.362001 -0.476013 -1.353021 0.0 0.0 0.0
H 1.659648 1.015536 -2.031349 0.0 0.0 0.0
H 2.098646 -0.344023 -3.119888 0.0 0.0 0.0



Entry 3:
55
Properties=species:S:1:pos:R:3:forces:R:3 method="wB97M-V/def2-TZVPD" e_homo_ev=-6.39 lumo_energy_ev=-3.020 gap_ev=3.372
C 4.661762 0.203637 2.347749 -0.3 0.0 -0.1
C 3.943100 0.512532 3.508005 0.0 0.0 -0.3
C 2.635541 0.998494 3.422026 0.0 -0.1 -0.2
C 2.037778 1.168442 2.171832 0.0 -0.5 -0.1
S 0.384343 1.908482 1.997390 0.9 0.5 -0.2
C -0.781492 0.666131 1.620193 0.5 -0.3 0.0
C -2.169286 0.772613 1.925159 -0.5 0.0 0.3
C -2.936568 -0.433394 2.024259 0.1 0.1 -0.2
C -4.315000 -0.430353 2.195635 0.1 -0.1 0.0
C -5.021002 0.778836 2.301330 0.3 0.1 0.0
C -6.456665 0.827338 2.407583 -2.4 0.2 0.1
N -7.629096 0.907944 2.459452 2.8 -0.3 -0.1
C -4.276256 1.972359 2.313243 0.2 0.2 0.1
C -2.902277 1.987903 2.163279 0.3 -0.4 -0.1
O 0.103136 2.468913 3.310062 -0.2 0.1 -0.7
O 0.580814 2.775493 0.836948 -0.6 -0.1 0.7
C 2.754432 0.860672 1.012850 0.0 -0.1 0.1
C 4.059079 0.377181 1.094803 0.0 0.0 0.4
H 5.678530 -0.189278 2.415504 -0.3 0.2 0.0
H 4.399706 0.369043 4.487999 -0.1 0.1 -0.3
H 2.088746 1.247076 4.323182 -0.1 0.0 -0.1
H -0.290524 -0.305367 1.511349 -0.4 0.2 0.1
H -2.364077 -1.368500 1.984590 -0.5 0.3 -0.1
H -4.874782 -1.364760 2.270654 0.3 0.2 -0.1
H -4.790856 2.918408 2.474381 0.1 -0.2 -0.1
H -2.378046 2.938392 2.248056 -0.1 -0.2 -0.2
H 2.284766 1.009933 0.046920 0.0 0.0 0.0
H 4.601550 0.131875 0.181453 -0.1 0.1 0.2
C 5.083235 0.174408 -2.887958 0.4 -0.1 0.0
C 3.599862 0.052729 -2.709960 -0.4 -0.1 -0.2
C 2.753538 1.111824 -3.067083 -0.1 -0.1 0.0
C 1.385984 1.025888 -2.866255 -0.5 -0.3 0.6
C 0.770387 -0.126307 -2.259484 1.7 0.3 0.0
C -0.625376 -0.078686 -1.976751 -0.3 0.4 -0.2
C -1.579773 -1.136693 -1.968273 -0.9 -0.6 0.1
C -2.953976 -0.783280 -2.153651 0.4 0.0 0.5
C -3.977520 -1.702760 -1.991554 0.0 -0.5 0.0
C -3.683062 -3.033337 -1.634776 0.2 0.4 -0.2
C -2.340367 -3.434019 -1.552634 -0.1 0.2 -0.2
C -1.312533 -2.528961 -1.792200 -0.1 0.2 0.2
C 1.654110 -1.202595 -1.950406 -0.4 0.3 -0.1
C 3.017867 -1.115066 -2.199631 -0.1 0.0 0.0
H 5.587052 -0.756429 -2.608347 -0.1 0.1 -0.1
H 5.371258 0.413710 -3.921327 -0.2 0.0 0.2
H 5.493639 0.973026 -2.253722 -0.2 -0.1 -0.1
H 3.199705 2.003566 -3.515312 -0.3 -0.2 0.2
H 0.731765 1.851066 -3.153981 0.3 -0.1 0.1
H -1.052493 0.940607 -1.931181 0.2 -0.6 -0.2
H -3.175965 0.243472 -2.432963 -0.1 -0.1 0.2
H -5.015789 -1.406147 -2.149651 0.3 0.0 0.1
H -4.483454 -3.765120 -1.484758 0.3 0.4 0.0
H -2.100004 -4.474745 -1.323127 -0.1 0.3 -0.2
H -0.295872 -2.899497 -1.832610 -0.2 0.0 0.2
H 1.259752 -2.084771 -1.450876 0.3 0.3 -0.1
H 3.660686 -1.971923 -1.987415 -0.2 0.3 0.1



Entry 4:
60
Properties=species:S:1:pos:R:3:forces:R:3 method="wB97M-V/def2-TZVPD" e_homo_ev=-8.57 lumo_energy_ev=-0.756 gap_ev=7.818
Au -2.692448 0.177924 0.832581 -1.4 0.3 -0.7
C -3.142227 -0.185358 5.633391 0.0 0.0 0.0
C -3.659921 -1.469497 5.717348 0.0 0.0 0.0
C -3.816952 -2.217808 4.564276 0.1 0.0 0.0
C -3.465133 -1.652471 3.341380 0.3 -0.3 -0.5
N -3.024902 -0.398163 3.267731 -0.1 0.4 0.2
C -2.838195 0.309190 4.378115 -0.2 0.0 0.1
C -3.483940 -2.405458 2.039754 -0.3 0.0 0.2
C -3.908396 -3.732881 1.995317 -0.1 0.0 -0.1
C -3.957226 -4.428573 0.798038 0.0 0.0 0.1
C -3.595946 -3.803040 -0.382377 0.0 0.0 -0.1
C -3.154832 -2.485948 -0.365661 -0.1 -0.2 0.1
C -3.099471 -1.796963 0.835773 0.9 -0.1 0.6
H -2.991506 0.424355 6.512800 0.0 0.0 0.0
H -3.922362 -1.894547 6.676945 0.0 0.0 0.0
H -4.184663 -3.230461 4.624093 0.0 0.0 0.0
H -2.447355 1.311006 4.250079 0.0 0.0 0.0
H -4.209676 -4.240104 2.901084 0.0 0.0 0.0
H -4.283427 -5.459751 0.791224 0.0 0.0 0.0
H -3.641131 -4.342784 -1.319491 0.0 0.0 0.0
H -2.864495 -2.003761 -1.287631 0.1 0.0 0.0
Cl 1.581228 1.459619 -4.237110 0.0 0.0 0.0
C 0.200627 1.859495 -3.252368 0.0 0.0 0.0
C -0.793515 0.914776 -3.062712 0.0 0.0 0.0
C -1.873058 1.234855 -2.252137 -0.1 0.0 -0.1
C -1.974494 2.487304 -1.657030 0.0 0.1 -0.1
C -0.985470 3.431753 -1.900718 0.0 0.0 0.0
C 0.115371 3.119310 -2.682529 0.0 -0.1 0.0
C -3.142883 2.858294 -0.767142 0.4 -0.3 0.1
O -3.581308 3.985449 -0.796984 -0.2 0.2 0.0
O -3.589947 1.900501 -0.001630 0.1 0.3 0.6
H -0.714221 -0.053897 -3.536803 0.0 0.0 0.0
H -2.660102 0.507336 -2.099155 0.0 0.0 0.0
H -1.087237 4.416325 -1.464114 0.0 0.0 0.0
H 0.901563 3.839836 -2.861041 0.0 0.0 0.0
C 5.831885 0.084558 -0.447885 0.0 0.0 0.0
C 4.818847 0.975505 -1.183632 0.1 -0.1 0.1
C 4.905463 2.382683 -0.596902 0.0 0.1 0.0
C 5.198490 1.048981 -2.666362 0.0 0.0 -0.1
C 3.425986 0.366583 -1.021849 0.0 0.0 0.0
C 3.176406 -0.910973 -1.537377 0.0 0.0 0.0
C 1.947046 -1.549624 -1.417947 0.0 0.1 0.0
C 0.962586 -0.856371 -0.753998 -0.1 -0.2 -0.1
O -0.347918 -1.236804 -0.491267 0.3 0.2 0.0
B -0.860816 -0.144458 0.169056 -0.1 -0.6 -0.2
O 0.039903 0.866676 0.380704 0.4 -0.1 -0.1
C 1.196070 0.398482 -0.240218 -0.1 0.2 0.2
C 2.403380 1.044525 -0.355673 0.1 -0.1 0.0
H 6.834883 0.511621 -0.513256 0.0 0.0 0.0
H 5.869797 -0.916439 -0.877797 0.0 0.0 0.0
H 5.570981 -0.011487 0.607259 0.0 0.0 0.0
H 5.904760 2.783809 -0.770171 0.0 0.0 0.0
H 4.732744 2.388507 0.480871 0.0 0.0 0.0
H 4.191687 3.065202 -1.062021 0.0 0.0 0.0
H 6.183100 1.506703 -2.776597 0.0 0.0 0.0
H 4.477864 1.645804 -3.227053 0.0 0.0 0.0
H 5.241432 0.059238 -3.122062 0.0 0.0 0.0
H 3.973677 -1.431987 -2.049786 0.0 0.0 0.0
H 1.773832 -2.536428 -1.822356 0.0 0.0 0.0
H 2.535566 2.029812 0.063003 0.0 0.0 0.0



Calculated ΔE to the lowest compared entry with this formula, charge and spin (eV), listed in the same order as above: 0.0000 0.2652 0.0000 1.0107
Calculated E (Ha), listed in the same order as above: -3095.00896 -4440.59983 -1684.04467 -2057.90980